Entry 1:
Below is a structure of composition C19H39FeNOP2, with properties calculated with ωB97M-V/def2-TZVPD.

Positions of all 63 atoms, in Å:
Fe  0.07206  -1.05581  -2.21967
H  -1.04724  -1.38437  -1.10429
H  -0.92745  -0.52205  -1.02909
P  -0.05599  -3.19043  -2.35973
P  -0.05579  1.05154  -2.47537
C  1.33807  2.07471  -1.87186
H  1.16732  3.12203  -2.15860
H  1.45043  2.01278  -0.78359
H  2.25787  1.69714  -2.33842
C  -0.03728  1.59831  -4.20404
H  -0.91256  1.16773  -4.70239
H  -0.06899  2.69173  -4.21193
H  0.88533  1.22759  -4.66578
C  -1.55810  1.90499  -1.86855
H  -1.74838  1.68347  -0.81439
H  -1.43962  2.98838  -2.01713
H  -2.41480  1.55370  -2.45366
C  0.15457  -3.69042  -4.10074
H  0.08974  -4.78166  -4.15742
H  -0.63958  -3.22197  -4.69382
H  1.13272  -3.34145  -4.45341
C  1.20187  -4.24742  -1.55415
H  1.09083  -4.21277  -0.46211
H  1.06333  -5.27732  -1.90707
H  2.20393  -3.89313  -1.82494
C  -1.55867  -4.13528  -1.91112
H  -2.43357  -3.70288  -2.41042
H  -1.41267  -5.16538  -2.25730
H  -1.72124  -4.13842  -0.82665
C  1.50142  -0.97390  -1.06923
O  2.42494  -0.93307  -0.35340
H  -0.97405  -0.95202  -3.33171
C  2.21239  1.83145  4.79862
C  1.50717  2.15938  3.52239
C  1.05524  3.45068  3.21972
C  0.37075  3.71865  2.03285
C  -0.00993  5.13809  1.71495
C  0.03207  2.67372  1.19072
C  0.30346  1.29995  1.54799
C  1.28210  1.15795  2.58243
N  -0.37679  0.28453  0.98444
C  -0.92601  -0.82298  1.81960
C  0.19645  -1.79570  2.19824
C  -1.60787  -0.28526  3.08991
C  -1.95765  -1.65882  1.05997
H  3.15849  2.38653  4.88434
H  1.59614  2.07458  5.67771
H  2.44720  0.76215  4.82895
H  1.29011  4.27273  3.88946
H  -0.66693  5.54403  2.49342
H  0.88287  5.77266  1.68949
H  -0.52514  5.22005  0.75015
H  -0.52757  2.88633  0.27153
H  1.82846  0.23072  2.69239
H  1.10487  -1.27725  2.49114
H  -0.13434  -2.46210  3.00634
H  0.48097  -2.39884  1.32706
H  -2.41377  0.41053  2.82896
H  -2.02986  -1.12358  3.65203
H  -0.91638  0.28442  3.71910
H  -2.66161  -1.05086  0.49225
H  -1.48456  -2.36944  0.37591
H  -2.53878  -2.26864  1.75989

As for the expectation value of S²: 8.82. The total charge is +1. The calculation puts the LUMO energy (alpha / beta) at -0.096 / -0.187 hartree. Its spin multiplicity is 6. As for the molar mass: 415.3 g mol⁻¹.

Entry 2:
Below is a structure of composition C19H39HgO13S4, with properties calculated with ωB97M-V/def2-TZVPD.

Positions of all 76 atoms, in Å:
Hg  0.19659  -0.96822  -1.21913
O  2.41807  0.07588  -5.21779
C  1.82006  -0.77238  -4.35963
O  1.46966  -1.94798  -4.66619
O  1.46069  -0.37880  -3.21859
H  2.31661  0.71350  -4.50734
C  2.11647  -3.74844  -0.84126
O  1.02626  -3.22066  -1.54688
H  2.67230  -2.97768  -0.30732
H  1.81196  -4.47667  -0.08956
H  2.96291  -4.28391  -1.27128
C  -2.43690  -0.84504  -3.32630
O  -1.41138  -1.72953  -2.84791
H  -2.10863  0.04918  -3.85612
H  -3.17183  -1.37673  -3.93070
H  -3.07938  -0.39705  -2.56827
C  2.83704  -0.13144  3.99337
C  1.44294  0.11795  4.53963
C  0.31930  -0.08349  3.46084
S  0.81365  -1.45985  2.52579
O  0.62892  -1.26963  1.09056
O  0.32982  -2.71056  3.11233
C  2.62156  -1.26186  3.01761
H  3.54186  -0.49069  4.74322
H  3.04086  0.79436  3.45536
H  1.35556  1.17972  4.77006
H  1.15165  -0.50868  5.38259
H  0.32609  0.77960  2.79516
H  -0.68815  -0.26156  3.83691
H  2.93761  -0.98894  2.01078
H  3.02334  -2.24697  3.25474
C  4.63886  2.56519  -0.91148
C  3.64634  3.51927  -1.61300
C  2.27329  2.93747  -1.46414
S  2.29579  1.83430  0.02382
O  1.93791  0.50585  -0.31353
O  1.52486  2.56400  1.08973
C  4.11187  1.84694  0.31048
H  5.59553  2.98571  -0.60157
H  5.00505  1.79627  -1.59175
H  3.87945  3.63268  -2.67173
H  3.81563  4.46134  -1.09151
H  1.99740  2.31387  -2.31450
H  1.39420  3.57536  -1.37256
H  4.54921  0.86598  0.49636
H  4.26597  2.41861  1.22566
C  -2.49228  3.63952  0.37613
C  -3.53374  3.30621  -0.79969
C  -2.96515  2.08926  -1.48590
S  -1.22198  2.35359  -1.59464
O  -0.78318  2.94376  -2.88113
O  -0.52108  1.18839  -1.06356
C  -1.09933  3.75799  -0.31407
H  -2.44361  2.88548  1.16173
H  -2.76721  4.53500  0.93347
H  -3.77333  4.20211  -1.37246
H  -4.48793  3.16734  -0.29142
H  -3.56659  1.68326  -2.29925
H  -3.27108  1.37529  -0.72122
H  -1.20124  4.69616  -0.85954
H  -0.24938  3.65986  0.36126
C  -3.14147  -4.56258  0.96400
C  -4.39002  -3.74097  1.15222
C  -4.20006  -2.30490  0.60030
S  -2.42094  -1.95398  1.09438
O  -2.44670  -1.68893  2.53841
O  -1.84485  -0.95830  0.16932
C  -1.91067  -3.69538  0.68664
H  -3.36883  -5.31260  0.20646
H  -3.04410  -4.97374  1.96878
H  -4.62965  -3.69200  2.21442
H  -5.21035  -4.16561  0.57356
H  -4.87251  -1.51010  0.92310
H  -4.24614  -2.28322  -0.48851
H  -0.94991  -3.80988  1.18856
H  -1.62336  -3.82753  -0.35648

As for the expectation value of S²: 0.84. The calculation puts the LUMO energy (alpha / beta) at 0.002 / -0.069 hartree. Its spin multiplicity is 2. As for the molar mass: 804.4 g mol⁻¹.

Entry 3:
Below is a cluster of 7 separate species, C19H39N7O16S in total, with properties calculated with ωB97M-V/def2-TZVPD.

Positions of all 82 atoms, in Å:
C  4.72989  -2.33531  1.01186
O  4.93881  -1.48017  -0.09969
C  3.72592  -1.12221  -0.75717
C  2.64317  -0.62234  0.20170
C  1.64057  0.26030  -0.53662
C  0.33990  0.47689  0.26131
C  -0.25382  1.85956  -0.01789
C  -1.75140  2.05536  0.35369
C  -2.38971  0.90580  1.13911
C  -2.98582  -0.14932  0.23805
C  -3.48500  -1.38767  0.97101
C  -4.59170  -1.85748  0.05876
S  -3.89505  -2.81853  -1.31558
O  -5.67878  -2.54706  0.70535
C  -5.29467  -3.42874  1.56827
N  -4.93601  -4.19958  2.34940
C  -5.15688  -0.52804  -0.47205
O  -6.24623  -0.37072  -0.93748
O  -4.22880  0.41421  -0.33750
H  3.89044  -3.01527  0.86325
H  5.63681  -2.90894  1.18656
H  4.54684  -1.73314  1.90556
H  3.35438  -1.96729  -1.34483
H  3.98252  -0.29262  -1.41385
H  3.12380  -0.06299  1.00650
H  2.11312  -1.46048  0.65642
H  1.39488  -0.25126  -1.47076
H  2.09299  1.22286  -0.77129
H  0.60467  0.40412  1.31744
H  -0.35218  -0.31910  -0.00335
H  0.32455  2.62766  0.49553
H  -0.12026  2.06690  -1.07900
H  -2.33790  2.18020  -0.55611
H  -1.86701  2.98227  0.91212
H  -1.71820  0.46037  1.87066
H  -3.23594  1.30617  1.70178
H  -2.39291  -0.36417  -0.64929
H  -3.97282  -1.04747  1.88709
H  -2.68041  -2.08792  1.17137
H  -5.02697  -3.41484  -1.70554
C  -2.89691  1.94142  -4.44968
N  -1.55463  2.37321  -3.96841
O  -0.60014  2.18612  -4.68809
O  -1.51258  2.88744  -2.86664
H  -2.77960  1.50303  -5.43303
H  -3.28305  1.22340  -3.73200
H  -3.52883  2.82363  -4.47509
C  7.45700  -3.99146  -1.82856
N  5.99180  -4.23953  -1.87168
O  5.52957  -5.05368  -1.09457
O  5.35780  -3.60815  -2.68496
H  7.88457  -4.62113  -1.05822
H  7.84797  -4.24163  -2.81018
H  7.59092  -2.93611  -1.60874
C  -0.79068  6.16766  -0.31244
N  -1.08338  6.00404  1.13805
O  -1.99340  6.65061  1.61760
O  -0.38383  5.22630  1.75095
H  -1.49068  6.88591  -0.72096
H  0.23428  6.51728  -0.39139
H  -0.89896  5.19057  -0.77651
C  -0.28216  9.37817  3.14168
N  0.62657  9.80985  2.04497
O  0.86462  10.99177  1.92847
O  1.06459  8.93197  1.32633
H  -0.60498  10.25431  3.69036
H  -1.11754  8.86677  2.67125
H  0.27406  8.69148  3.77212
C  -5.93137  -3.38779  5.32824
N  -5.92647  -2.39000  6.43396
O  -6.95252  -1.78266  6.65948
O  -4.88199  -2.24744  7.03591
H  -6.91946  -3.40216  4.88502
H  -5.17826  -3.08603  4.61057
H  -5.67230  -4.35024  5.75758
C  5.42983  -7.99649  -4.31231
N  6.40935  -6.90430  -4.06578
O  6.26434  -5.86063  -4.66554
O  7.29412  -7.13122  -3.26479
H  4.70776  -7.64579  -5.03920
H  5.98758  -8.85267  -4.67874
H  4.96217  -8.22586  -3.35987

The calculation puts the LUMO energy at -0.005 hartree. The structure (SMILES) is COCCCCCCC[C@H]1C[C@@](S)(OC#N)C(=O)O1.C[N+](=O)[O-].C[N+](=O)[O-].C[N+](=O)[O-].C[N+](=O)[O-].C[N+](=O)[O-].C[N+](=O)[O-]. As for the molar mass: 653.6 g mol⁻¹.